# 1
118
Properties=species:S:1:pos:R:3:forces:R:3 method="wB97M-V/def2-TZVPD" lumo_energy_ev=-1.07 de_lowest_kj_mol=0.0 orbital_gap_ev=8.5 smiles="O=[N+]([O-])c1ccccc1.O=[N+]([O-])c1ccccc1.O=[N+]([O-])c1ccccc1.O=[N+]([O-])c1ccccc1.O=[N+]([O-])c1ccccc1.COCCOC.COCCOC.COCCOC"
C -1.8307 1.0167 -0.4426 -0.007 0.146 0.625
C -1.6159 0.6148 0.8763 0.088 -0.229 -0.700
C -0.4421 -0.0321 1.2047 0.165 0.205 0.630
C 0.5533 -0.2138 0.2494 -0.616 0.429 -0.107
C 0.3810 0.2617 -1.0408 -0.176 -0.308 -0.344
C -0.8216 0.8715 -1.3857 -0.275 0.151 0.227
N 1.7468 -0.9870 0.6027 -0.749 -0.572 -0.200
O 1.6488 -1.7047 1.5772 0.317 0.105 0.342
O 2.6967 -0.9618 -0.1458 0.374 0.308 -0.110
H -2.8031 1.4516 -0.6408 0.128 0.076 -0.434
H -2.3899 0.7611 1.6156 0.017 -0.012 0.040
H -0.3154 -0.3296 2.2368 0.297 -0.261 -0.133
H 1.0927 0.0641 -1.8303 0.293 0.095 0.256
H -0.9725 1.2481 -2.3885 0.056 -0.128 -0.083
C -5.0417 4.1655 -0.6730 0.565 0.043 -0.331
C -6.0290 5.1375 -0.5465 1.006 -0.371 -0.257
C -6.4031 5.8710 -1.6661 -0.905 0.632 0.751
C -5.8856 5.5646 -2.8971 1.262 -0.948 -0.189
C -4.8416 4.6462 -3.0181 -0.258 -0.151 -0.007
C -4.3884 3.9678 -1.8995 -0.687 0.191 0.115
N -6.3752 6.1922 -4.1225 -0.319 0.520 0.246
O -7.3814 6.8649 -4.0333 -0.233 0.137 0.090
O -5.7647 6.0170 -5.1515 0.294 -0.226 -0.268
H -4.7475 3.6324 0.2224 0.076 -0.127 -0.078
H -6.3505 5.3113 0.4703 -0.509 0.338 -0.221
H -7.0832 6.7079 -1.5659 -0.188 -0.194 -0.117
H -4.4074 4.3973 -3.9734 -0.047 0.235 -0.087
H -3.5666 3.2870 -2.0716 -0.031 -0.163 0.377
C -4.1776 -5.1886 0.5160 0.198 -0.710 -0.297
C -3.8359 -4.2087 1.4425 -0.306 0.006 -0.720
C -4.0520 -2.8743 1.1260 0.104 -0.051 0.697
C -4.6475 -2.5359 -0.0846 -0.008 -0.775 0.856
C -4.8525 -3.5161 -1.0337 -0.790 0.371 -0.639
C -4.6042 -4.8591 -0.7628 0.033 1.193 0.180
N -5.0166 -1.1355 -0.3222 2.546 1.334 -0.686
O -5.3181 -0.7735 -1.4405 -0.952 -0.773 -0.273
O -4.6841 -0.3216 0.5293 -0.733 -0.477 0.639
H -4.0925 -6.2390 0.7685 0.214 0.051 0.084
H -3.4015 -4.4978 2.3874 -0.043 0.109 0.089
H -3.7542 -2.1461 1.8675 -0.244 0.277 -0.232
H -5.3073 -3.2147 -1.9712 0.186 -0.063 -0.040
H -4.7466 -5.5419 -1.5861 -0.110 -0.415 0.322
C 4.4337 -2.4341 3.4925 0.031 0.101 0.286
C 4.7333 -2.0261 4.7861 -0.152 0.255 -0.571
C 5.2825 -2.8956 5.7051 -0.086 0.339 0.607
C 5.5295 -4.1940 5.3243 0.436 -0.664 -0.888
C 5.3187 -4.6216 4.0149 -0.916 0.726 -0.325
C 4.7161 -3.7354 3.1112 0.186 -0.739 0.472
N 6.1519 -5.1505 6.2525 0.715 0.037 0.147
O 6.8268 -6.0381 5.7619 -0.328 0.007 -0.036
O 6.0273 -4.9744 7.4477 -0.295 0.195 -0.041
H 4.0019 -1.6845 2.8452 -0.111 -0.332 -0.310
H 4.5156 -0.9921 5.0213 0.143 -0.056 0.336
H 5.5168 -2.5374 6.6987 -0.005 -0.268 0.067
H 5.4834 -5.6162 3.6309 0.320 -0.172 0.563
H 4.4605 -4.1818 2.1598 -0.019 0.541 -0.262
C 6.7213 0.5622 2.7002 0.705 0.323 0.154
C 7.6936 -0.3877 3.0566 -1.539 0.527 -0.227
C 7.6397 -1.6034 2.4118 1.218 -0.801 -0.369
C 6.7989 -1.8250 1.3190 0.058 1.439 0.558
C 5.9475 -0.8171 0.8969 -0.382 -0.955 0.065
C 5.8728 0.3538 1.6389 -0.100 -0.028 -0.578
N 6.8915 -3.0568 0.5399 0.282 0.032 0.700
O 5.8952 -3.4555 -0.0193 -0.287 -0.023 -0.338
O 7.9740 -3.6062 0.5255 0.077 -0.241 -0.103
H 6.6775 1.5288 3.1884 0.097 -0.100 0.165
H 8.3880 -0.1425 3.8449 0.112 -0.349 0.060
H 8.3637 -2.3642 2.6795 -0.136 -0.121 -0.048
H 5.2991 -1.0399 0.0600 -0.022 0.338 -0.039
H 5.1992 1.1416 1.3282 -0.074 -0.067 0.011
C 4.4954 -0.8503 -2.8233 0.450 0.563 0.756
O 5.7423 -0.1883 -2.8765 0.259 0.368 0.167
C 6.8526 -1.0474 -2.7852 -0.344 -0.723 -0.810
C 8.1448 -0.2680 -2.8633 -0.402 0.683 0.608
O 8.4821 0.3265 -1.6183 0.182 -0.396 0.312
C 9.1729 -0.5737 -0.7451 -0.453 0.072 -1.329
H 3.7857 -0.0458 -2.6386 -0.316 -0.154 -0.426
H 4.4434 -1.4802 -1.9294 -0.007 -0.370 -0.229
H 4.3035 -1.4153 -3.7366 -0.168 -0.061 -0.001
H 6.8126 -1.7466 -3.6374 0.101 -0.023 0.002
H 6.7778 -1.6838 -1.8932 0.156 0.171 0.122
H 7.9944 0.5961 -3.5120 -0.012 -0.249 -0.326
H 8.9468 -0.8997 -3.2564 0.114 0.007 0.086
H 9.1269 -0.1339 0.2438 0.313 -0.128 0.126
H 10.1739 -0.7223 -1.1613 0.296 0.158 0.513
H 8.7113 -1.5664 -0.7731 -0.093 0.109 0.330
C -4.0094 2.5659 -6.0038 0.357 0.288 -0.170
O -3.3172 2.1658 -4.8342 -0.213 0.334 0.764
C -3.6455 0.9136 -4.2839 -0.153 -0.771 -1.425
C -2.9345 -0.2001 -5.0407 1.298 -0.494 0.851
O -3.4538 -0.5342 -6.2897 -0.999 0.653 -0.305
C -2.6619 -1.4279 -7.0097 -0.348 -1.384 0.185
H -3.5660 2.1002 -6.8851 -0.043 0.039 -0.074
H -3.8721 3.6461 -6.0330 -0.008 0.007 -0.314
H -5.0870 2.3786 -6.0274 0.016 -0.283 0.447
H -4.7303 0.7565 -4.3071 0.006 -0.013 0.187
H -3.2761 0.8251 -3.2621 -0.104 0.442 0.089
H -2.8445 -1.0860 -4.3839 -0.453 -0.094 -0.132
H -1.8784 0.1062 -5.1414 -0.082 0.237 -0.147
H -1.7103 -0.9908 -7.3182 0.105 -0.142 0.102
H -3.1998 -1.8410 -7.8674 -0.148 0.854 -0.228
H -2.5615 -2.3650 -6.4332 0.739 0.340 0.245
C -6.5422 5.2669 3.5980 -0.557 0.013 -0.356
O -5.8207 4.0867 3.3791 0.710 -0.107 0.036
C -5.3190 3.5312 4.6060 -2.060 -0.045 -0.817
C -4.5866 2.2555 4.2973 0.917 -0.188 -0.048
O -5.4348 1.1826 3.9776 -1.064 0.177 0.203
C -4.7923 -0.0636 4.0055 -0.436 -0.210 0.013
H -5.8798 6.1004 3.8521 -0.126 0.032 0.216
H -7.3432 5.1264 4.3364 0.308 0.074 0.307
H -7.0877 5.5119 2.6834 0.302 0.009 -0.108
H -6.2461 3.3057 5.1515 0.327 -0.293 0.502
H -4.7874 4.2853 5.1889 0.547 -0.164 -0.146
H -3.9761 1.9766 5.1675 0.089 0.111 -0.021
H -3.9272 2.4113 3.4314 0.218 0.235 0.195
H -4.1038 -0.1468 3.1598 0.510 -0.032 0.346
H -5.5153 -0.8693 3.8658 -0.348 0.328 -0.161
H -4.3881 -0.2512 5.0057 0.655 0.074 -0.209

=====

# 2
10
Properties=species:S:1:pos:R:3:forces:R:3 method="wB97M-V/def2-TZVPD" lumo_energy_ev=-0.16 de_lowest_kj_mol=353.5 orbital_gap_ev=10.2
C 0.3440 -0.7741 1.8810 -1.428 -1.204 -1.861
C -0.1587 -0.2805 -1.4918 -0.582 6.399 -8.064
C -0.0874 1.2343 -1.5738 -0.981 6.504 -1.813
H 0.4851 -0.0844 2.6483 0.323 1.842 1.238
H -0.0664 1.0433 0.5249 -0.265 -3.865 0.497
H -0.4783 -0.6413 -2.4437 0.589 -0.956 -0.581
N -0.2148 -0.1105 0.6452 2.477 0.873 2.282
N -0.1233 -0.8670 -0.4847 -0.693 -3.693 8.009
N -0.1782 2.4313 -1.8251 0.745 -7.343 1.705
O 0.4779 -1.9511 2.1197 -0.185 1.445 -1.412

=====

Record-wise HOMO values, in eV: -9.6 -10.4